(1)
C41H38N4O3PV | the ωB97M-V functional and the def2-TZVPD basis

Summary:
* total charge: +1
* E_HOMO (spin up / spin down): -10.50 / -10.50 eV
* LUMO level (spin up / spin down): -3.33 / -3.67 eV
* ΔE to the lowest compared entry with this formula, charge and spin: 0.0 kJ/mol
* 2S+1: 4
* HOMO-LUMO gap (spin up / spin down): 7.174 / 6.833 eV

Geometry (Å):
V  0.322  0.396  -1.093
C  -5.391  -0.580  6.287
C  -4.540  -0.621  5.009
C  -5.351  -0.206  3.754
C  -3.283  0.146  5.233
C  -2.501  -0.060  6.399
C  -1.459  0.771  6.734
C  -1.044  1.871  5.939
C  0.182  2.675  6.267
C  -1.832  2.088  4.831
C  -2.930  1.249  4.520
H  -6.343  -1.139  6.025
H  -5.571  0.521  6.505
H  -4.930  -1.014  7.124
H  -4.226  -1.672  4.822
H  -5.843  0.730  4.012
H  -6.155  -0.938  3.523
H  -4.700  0.019  2.903
H  -2.720  -0.926  6.983
H  -0.786  0.548  7.573
H  1.085  2.026  6.263
H  0.142  3.141  7.235
H  0.340  3.498  5.521
H  -1.701  3.055  4.260
H  -3.385  1.410  3.500
O  -3.232  2.194  -2.154
C  -2.254  1.493  -1.908
N  -0.935  1.691  -2.219
C  -0.501  2.995  -2.561
O  -0.957  3.815  -3.368
C  0.767  3.299  -1.951
C  1.439  4.485  -2.225
C  2.651  4.742  -1.584
C  3.041  3.853  -0.572
C  2.339  2.712  -0.401
N  1.165  2.445  -0.993
C  -2.569  0.240  -1.250
C  -3.937  -0.032  -0.884
C  -4.206  -1.117  -0.115
C  -3.169  -2.079  0.112
C  -1.919  -1.744  -0.290
N  -1.562  -0.582  -0.911
H  1.051  5.224  -2.936
H  3.217  5.615  -1.869
H  3.729  4.189  0.231
H  2.736  1.954  0.278
H  -4.629  0.708  -1.129
H  -5.175  -1.108  0.415
H  -3.364  -3.075  0.483
H  -1.099  -2.371  -0.085
O  -0.246  -0.248  1.586
N  0.704  -0.598  0.538
C  1.569  -1.518  0.820
C  2.673  -2.119  -0.017
C  3.548  -3.045  0.559
C  4.625  -3.574  -0.136
C  4.996  -3.203  -1.405
C  4.118  -2.336  -2.060
C  2.936  -1.823  -1.377
P  1.795  -0.853  -2.319
C  0.953  -2.076  -3.376
C  1.436  -3.369  -3.428
C  1.006  -4.267  -4.384
C  -0.074  -3.950  -5.179
C  -0.721  -2.715  -4.956
C  -0.144  -1.710  -4.176
C  2.748  0.185  -3.459
C  2.401  0.224  -4.817
C  3.200  0.883  -5.757
C  4.173  1.741  -5.369
C  4.423  1.851  -4.000
C  3.822  0.996  -3.051
H  -0.339  0.733  1.510
H  1.463  -1.925  1.842
H  3.456  -3.435  1.536
H  5.309  -4.272  0.337
H  5.941  -3.530  -1.856
H  4.358  -2.071  -3.106
H  2.134  -3.778  -2.744
H  1.560  -5.195  -4.510
H  -0.428  -4.662  -5.920
H  -1.520  -2.429  -5.611
H  -0.589  -0.731  -4.127
H  1.530  -0.336  -5.139
H  3.010  0.783  -6.810
H  4.709  2.338  -6.128
H  5.187  2.592  -3.686
H  4.271  0.904  -2.069



(2)
C27H44CuN6O4SSi | the ωB97M-V functional and the def2-TZVPD basis

Summary:
* total charge: -1
* E_HOMO: -3.42 eV
* LUMO level: 1.98 eV
* ΔE to the lowest compared entry with this formula, charge and spin: 22.8 kJ/mol
* 2S+1: 1
* HOMO-LUMO gap: 5.402 eV

Geometry (Å):
Cu  1.143  0.759  -0.614
N  0.318  4.753  1.319
C  0.934  4.500  2.526
C  1.454  3.245  2.414
N  1.170  2.717  1.182
C  0.497  3.641  0.551
C  0.060  3.488  -0.830
N  0.276  2.402  -1.533
C  -0.200  2.664  -2.792
C  -0.715  3.922  -2.846
N  -0.547  4.446  -1.582
H  -0.182  5.590  1.082
H  0.936  5.217  3.325
H  2.003  2.681  3.147
H  -0.136  1.924  -3.570
H  -1.182  4.477  -3.638
H  -0.808  5.370  -1.291
S  1.949  -2.470  -4.341
C  0.290  -2.112  -4.553
C  -0.034  -1.024  -3.809
N  0.994  -0.467  -3.094
C  2.093  -1.128  -3.278
H  -0.352  -2.718  -5.168
H  -1.023  -0.599  -3.725
H  3.022  -0.877  -2.783
C  3.545  2.140  -2.379
C  3.965  0.958  -1.565
C  5.209  0.354  -1.506
C  5.088  -0.708  -0.572
C  3.777  -0.680  -0.124
C  3.098  -1.575  0.866
N  3.087  0.325  -0.734
H  4.375  2.482  -3.002
H  3.231  2.977  -1.747
H  2.699  1.911  -3.034
H  6.090  0.649  -2.059
H  5.855  -1.402  -0.263
H  3.176  -2.630  0.587
H  2.040  -1.319  0.913
H  3.518  -1.475  1.871
C  -2.960  0.844  -1.327
C  -3.338  0.666  0.140
C  -2.640  1.721  1.000
C  -4.848  0.764  0.323
O  -2.977  -0.651  0.524
Si  -1.451  -1.115  1.023
O  -0.282  -0.321  0.347
O  -1.563  -0.959  2.677
C  -0.509  -0.946  3.625
C  0.429  -2.131  3.403
C  0.255  0.370  3.517
C  -1.183  -1.060  4.988
O  -1.454  -2.763  0.819
C  -1.272  -3.496  -0.382
C  -2.230  -2.988  -1.456
C  -1.597  -4.944  -0.032
C  0.173  -3.373  -0.850
H  -3.180  1.855  -1.679
H  -3.514  0.130  -1.941
H  -1.894  0.652  -1.434
H  -3.016  2.718  0.748
H  -1.563  1.689  0.836
H  -2.827  1.528  2.057
H  -5.222  1.729  -0.025
H  -5.107  0.643  1.375
H  -5.339  -0.029  -0.243
H  0.885  -2.086  2.415
H  -0.125  -3.067  3.476
H  1.227  -2.126  4.149
H  0.671  0.489  2.519
H  1.060  0.410  4.256
H  -0.426  1.206  3.695
H  -1.769  -1.978  5.036
H  -1.855  -0.215  5.142
H  -0.441  -1.072  5.790
H  -3.251  -2.975  -1.073
H  -2.181  -3.630  -2.340
H  -1.971  -1.972  -1.751
H  -2.630  -5.025  0.310
H  -0.942  -5.283  0.770
H  -1.459  -5.595  -0.898
H  0.444  -2.324  -0.957
H  0.315  -3.883  -1.806
H  0.844  -3.820  -0.115



(3)
C36H40N5O | the ωB97M-V functional and the def2-TZVPD basis

Summary:
* total charge: +1
* E_HOMO: -10.82 eV
* LUMO level: -3.88 eV
* ΔE to the lowest compared entry with this formula, charge and spin: 23.6 kJ/mol
* 2S+1: 1
* HOMO-LUMO gap: 6.939 eV

Geometry (Å):
C  1.622  3.859  2.601
N  1.524  3.090  1.388
C  2.416  3.273  0.361
O  3.317  4.098  0.321
C  2.090  2.225  -0.702
C  3.292  1.297  -0.884
C  3.572  0.527  0.382
C  4.442  1.048  1.345
C  4.658  0.346  2.530
C  4.012  -0.873  2.755
C  3.162  -1.406  1.779
C  2.969  -0.719  0.579
N  0.883  1.591  -0.170
C  0.246  0.574  -0.808
C  -0.533  -0.330  -0.128
C  -1.311  -1.371  -0.738
C  -2.593  -1.746  -0.112
C  -3.545  -2.519  -0.813
C  -4.706  -2.963  -0.173
C  -4.922  -2.707  1.194
C  -4.057  -1.821  1.848
C  -2.910  -1.344  1.207
C  0.523  2.049  1.190
C  -0.877  2.551  1.367
C  -1.318  3.677  0.764
C  -2.630  4.272  0.954
C  -2.996  5.419  0.207
C  -4.224  6.045  0.407
C  -5.125  5.542  1.361
C  -4.788  4.392  2.090
C  -3.559  3.757  1.889
H  2.391  4.624  2.465
H  0.659  4.325  2.828
H  1.902  3.207  3.436
H  1.836  2.742  -1.645
H  3.115  0.619  -1.725
H  4.153  1.931  -1.154
H  4.930  2.010  1.153
H  5.330  0.766  3.278
H  4.174  -1.411  3.689
H  2.644  -2.354  1.932
H  2.339  -1.137  -0.216
H  0.469  0.482  -1.872
H  -0.507  -0.304  0.969
H  -1.282  -1.479  -1.825
H  -3.360  -2.777  -1.863
H  -5.440  -3.550  -0.730
H  -5.775  -3.140  1.733
H  -4.249  -1.518  2.880
H  -2.243  -0.677  1.759
H  0.680  1.232  1.918
H  -1.506  1.950  2.020
H  -0.647  4.209  0.084
H  -2.287  5.801  -0.532
H  -4.487  6.930  -0.176
H  -6.081  6.042  1.531
H  -5.488  3.987  2.823
H  -3.298  2.865  2.461
C  2.457  -0.135  -4.181
C  1.365  -0.978  -4.277
N  1.665  -2.095  -3.500
C  0.853  -3.298  -3.264
C  0.820  -3.757  -1.788
C  0.359  -5.215  -1.672
C  -0.122  -5.374  -0.223
C  -0.241  -3.951  0.362
N  -0.002  -3.001  -0.790
C  2.960  -1.941  -3.052
N  3.419  -0.737  -3.379
H  2.581  0.850  -4.632
H  0.446  -0.843  -4.842
H  -0.148  -3.148  -3.698
H  1.352  -4.124  -3.812
H  1.870  -3.727  -1.420
H  -0.445  -5.429  -2.396
H  1.213  -5.873  -1.903
H  -1.085  -5.891  -0.161
H  0.603  -5.956  0.369
H  -1.196  -3.732  0.879
H  0.571  -3.824  1.113
H  0.634  -2.288  -0.422
H  3.466  -2.743  -2.520



(4)
C31H29N8O3S2Se3Ti | the ωB97M-V functional and the def2-TZVPD basis

Summary:
* total charge: +1
* E_HOMO (spin up / spin down): -7.96 / -7.98 eV
* LUMO level (spin up / spin down): -2.63 / -2.63 eV
* ΔE to the lowest compared entry with this formula, charge and spin: 142.4 kJ/mol
* 2S+1: 1
* HOMO-LUMO gap (spin up / spin down): 5.334 / 5.350 eV

Geometry (Å):
Ti  0.047  -0.801  -0.393
O  -0.026  3.023  2.509
C  0.478  3.383  3.787
C  1.226  2.237  4.468
C  1.275  2.655  5.959
O  2.077  1.839  6.790
C  2.665  2.051  3.977
Se  2.742  1.290  2.182
C  0.482  0.907  4.326
Se  0.892  -0.063  2.651
H  -0.358  3.818  2.084
H  -0.357  3.670  4.439
H  1.157  4.241  3.717
H  0.252  2.720  6.344
H  1.713  3.653  6.021
H  1.666  0.976  6.896
H  3.189  1.370  4.639
H  3.205  2.998  3.956
H  -0.599  1.047  4.384
H  0.790  0.216  5.107
C  0.416  4.227  -2.386
N  -0.798  3.621  -1.859
C  -2.085  4.113  -1.997
C  -2.914  3.259  -1.397
N  -2.132  2.212  -0.878
C  -0.808  2.457  -1.170
S  0.588  1.630  -0.791
C  -2.668  1.169  -0.085
C  -4.049  1.085  0.053
C  -4.579  0.245  1.012
C  -3.717  -0.491  1.803
C  -2.372  -0.428  1.509
N  -1.835  0.361  0.561
H  0.160  5.191  -2.816
H  0.855  3.584  -3.147
H  1.142  4.359  -1.588
H  -2.295  5.037  -2.508
H  -3.975  3.329  -1.263
H  -4.704  1.668  -0.576
H  -5.651  0.179  1.145
H  -4.073  -1.135  2.595
H  -1.673  -1.050  2.051
O  1.859  -1.047  0.229
N  2.447  -2.210  0.526
C  3.796  -2.266  0.480
C  4.441  -3.414  0.831
C  3.678  -4.510  1.253
C  2.310  -4.422  1.296
C  1.654  -3.242  0.912
S  -0.040  -3.024  0.869
H  4.283  -1.355  0.172
H  5.519  -3.454  0.782
H  4.171  -5.428  1.548
H  1.694  -5.249  1.618
Se  -1.232  -3.209  -7.516
N  0.093  -2.297  -6.766
C  -0.198  -2.186  -5.500
C  0.674  -1.530  -4.526
C  1.924  -1.064  -4.821
C  2.689  -0.516  -3.776
C  2.185  -0.458  -2.513
N  0.930  -0.905  -2.176
C  0.187  -1.439  -3.198
C  -1.062  -1.936  -2.806
N  -1.391  -1.715  -1.486
C  -2.506  -2.384  -1.041
C  -3.287  -3.172  -1.827
C  -2.984  -3.334  -3.190
C  -1.870  -2.710  -3.676
C  -1.440  -2.794  -5.074
N  -2.136  -3.390  -6.000
H  2.304  -1.133  -5.831
H  3.688  -0.147  -3.959
H  2.769  -0.037  -1.711
H  -2.757  -2.267  -0.001
H  -4.144  -3.667  -1.390
H  -3.595  -3.942  -3.843



(5)
C4H13N2 | the ωB97M-V functional and the def2-TZVPD basis

Summary:
* total charge: +1
* SMILES: NCCCC[NH3+]
* E_HOMO: -12.80 eV
* LUMO level: -3.65 eV
* ΔE to the lowest compared entry with this formula, charge and spin: 281.3 kJ/mol
* 2S+1: 1
* HOMO-LUMO gap: 9.146 eV

Geometry (Å):
N  -0.073  -2.328  0.887
C  -0.682  -1.674  -0.289
C  -1.308  -0.312  0.102
C  -0.184  0.768  0.865
C  1.166  0.919  0.019
N  0.782  2.202  -0.976
H  0.906  -2.491  0.749
H  -0.463  -3.224  1.042
H  -1.478  -2.330  -0.576
H  -0.019  -1.667  -1.128
H  -1.337  0.215  -0.876
H  -2.328  -0.563  0.568
H  0.082  0.130  1.858
H  -0.568  1.779  1.154
H  1.426  0.003  -0.682
H  2.065  1.262  0.620
H  1.083  2.086  -1.986
H  -0.216  2.177  -0.815
H  1.147  3.050  -0.537



(6)
C4H7NO2 | the ωB97M-V functional and the def2-TZVPD basis

Summary:
* total charge: 0
* E_HOMO: -8.88 eV
* LUMO level: 0.31 eV
* ΔE to the lowest compared entry with this formula, charge and spin: 440.3 kJ/mol
* 2S+1: 1
* HOMO-LUMO gap: 9.189 eV

Geometry (Å):
O  -2.145  -0.567  -0.041
C  -1.191  -0.633  -0.875
C  0.404  0.144  0.089
C  1.401  0.954  -0.593
N  0.180  1.547  0.000
C  0.325  -0.825  1.061
O  -0.708  -0.926  1.837
H  -1.558  -0.710  1.190
H  -0.832  -1.618  -1.220
H  -1.063  0.177  -1.607
H  1.432  0.997  -1.680
H  2.359  1.117  -0.099
H  0.370  2.007  0.888
H  1.027  -1.665  1.050



(7)
C12H22F3O6RuS5 | the ωB97M-V functional and the def2-TZVPD basis

Summary:
* total charge: 0
* E_HOMO (spin up / spin down): -8.53 / -8.52 eV
* LUMO level (spin up / spin down): -2.18 / -1.23 eV
* ΔE to the lowest compared entry with this formula, charge and spin: 338.4 kJ/mol
* 2S+1: 2
* HOMO-LUMO gap (spin up / spin down): 6.355 / 7.290 eV

Geometry (Å):
Ru  0.030  0.784  -0.495
C  -2.755  0.268  1.995
C  -3.093  0.300  0.509
S  -1.299  2.733  -1.290
C  0.177  3.692  -1.761
C  1.067  4.108  -0.592
S  1.081  2.955  0.835
C  2.796  2.299  0.874
C  2.766  0.838  1.280
S  2.082  0.610  2.965
C  1.105  -0.929  2.774
C  -0.335  -0.697  3.179
S  -1.010  0.767  2.290
H  -2.896  -0.725  2.417
H  -3.374  0.993  2.520
H  -4.095  -0.098  0.304
H  -3.048  1.336  0.144
H  -0.179  4.583  -2.282
H  0.740  3.057  -2.452
H  0.731  5.052  -0.159
H  2.099  4.204  -0.923
H  3.350  2.912  1.586
H  3.220  2.394  -0.126
H  3.773  0.420  1.279
H  2.130  0.279  0.575
H  1.553  -1.694  3.408
H  1.163  -1.246  1.732
H  -0.411  -0.480  4.247
H  -0.947  -1.564  2.935
C  2.161  0.366  -2.753
O  1.732  1.265  -1.824
H  2.918  0.842  -3.406
H  1.335  -0.009  -3.381
H  2.617  -0.515  -2.270
F  0.326  -4.439  -2.192
C  0.926  -3.264  -1.976
F  0.814  -2.541  -3.094
F  2.252  -3.527  -1.845
C  0.421  -2.555  -0.664
O  -0.140  -3.241  0.175
O  0.793  -1.367  -0.561
C  -2.999  -2.981  0.102
S  -2.697  -1.704  -1.118
O  -3.951  -1.309  -1.678
O  -1.610  -2.024  -1.978
O  -2.145  -0.459  -0.222
H  -3.423  -3.809  -0.449
H  -3.705  -2.611  0.832
H  -2.048  -3.268  0.537